Record 1
4 unconnected molecules or ions with the total composition C39H70N4O10S at a distorted geometry, computed with the ωB97M-V functional and the def2-TZVPD basis.

The total energy is -2897.25010 a.u. For the orbital gap (spin up / spin down), the calculation gives 4.3316 / 5.3519 eV. The calculation puts the max |F| at 1.55 eV/A. Its multiplicity is 4. Its net charge is +1.

The geometry in XYZ format:
```
124
C39H70N4O10S | the Open Molecules 2025 dataset | the ωB97M-V functional and the def2-TZVPD basis
O 0.85 2.62 0.58
C 1.94 3.11 0.50
O 3.04 2.47 0.05
C 2.81 1.27 -0.69
C 2.50 1.57 -2.16
C 3.59 2.41 -2.78
C 4.81 1.81 -3.01
N 5.84 2.49 -3.51
C 5.77 3.78 -3.83
C 4.59 4.44 -3.65
C 3.49 3.76 -3.13
C 2.23 4.60 -3.00
O 2.04 5.52 -3.76
O 1.45 4.24 -2.00
C 0.10 4.74 -2.01
C -0.74 4.20 -3.18
C -2.00 3.46 -2.74
S -1.97 1.69 -2.92
O -3.29 1.26 -3.23
O -1.27 1.15 -1.79
O -1.06 1.41 -4.20
H 2.17 4.14 0.78
H 3.75 0.72 -0.64
H 2.05 0.64 -0.25
H 2.48 0.61 -2.67
H 1.53 2.05 -2.25
H 4.99 0.76 -2.79
H 6.73 2.01 -3.64
H 6.65 4.27 -4.21
H 4.49 5.48 -3.92
H -0.31 4.40 -1.06
H 0.09 5.83 -2.00
H -0.11 3.54 -3.79
H -1.02 5.03 -3.81
H -2.21 3.59 -1.67
H -2.88 3.80 -3.28
H -0.23 1.02 -3.88
C 11.05 -0.20 -0.67
C 10.96 1.09 -1.52
C 12.01 2.11 -1.07
C 11.72 2.76 0.28
C 10.32 3.37 0.29
C 9.23 2.37 -0.11
N 9.59 1.71 -1.40
O 9.34 2.48 -2.40
C 9.03 1.34 1.02
C 7.89 3.08 -0.27
C 11.21 0.70 -2.97
H 11.55 -0.98 -1.24
H 11.62 -0.07 0.25
H 10.07 -0.59 -0.41
H 12.09 2.90 -1.83
H 12.98 1.61 -1.05
H 11.83 2.04 1.09
H 12.45 3.54 0.47
H 10.08 3.76 1.28
H 10.29 4.22 -0.40
H 8.35 0.55 0.71
H 8.60 1.84 1.89
H 9.96 0.88 1.35
H 7.95 3.91 -0.98
H 7.59 3.49 0.70
H 7.12 2.39 -0.60
H 10.45 0.01 -3.33
H 12.18 0.21 -3.02
H 11.24 1.57 -3.63
C -6.14 -0.08 -2.17
C -6.43 -0.49 -0.70
C -6.16 -1.98 -0.49
C -7.21 -2.89 -1.11
C -8.61 -2.50 -0.65
C -8.92 -1.02 -0.88
N -7.83 -0.17 -0.31
O -7.95 -0.06 0.96
C -9.12 -0.77 -2.39
C -10.24 -0.66 -0.21
C -5.47 0.32 0.16
H -5.19 0.43 -2.25
H -6.10 -0.94 -2.85
H -6.89 0.61 -2.55
H -6.12 -2.18 0.59
H -5.17 -2.22 -0.89
H -7.14 -2.87 -2.20
H -7.00 -3.93 -0.82
H -9.36 -3.11 -1.16
H -8.70 -2.72 0.42
H -9.23 0.30 -2.59
H -10.03 -1.27 -2.72
H -8.31 -1.15 -3.00
H -10.24 -0.90 0.85
H -11.05 -1.21 -0.69
H -10.45 0.41 -0.32
H -5.66 1.39 0.07
H -4.45 0.12 -0.17
H -5.53 0.05 1.21
C -3.17 -4.35 5.91
C -3.84 -5.35 4.92
C -3.53 -4.96 3.47
C -4.27 -3.72 2.99
C -5.78 -3.86 3.23
C -6.12 -4.21 4.68
N -5.32 -5.39 5.13
O -5.82 -6.49 4.68
C -5.88 -2.98 5.57
C -7.60 -4.53 4.80
C -3.25 -6.72 5.21
H -2.27 -4.80 6.34
H -2.87 -3.42 5.43
H -3.83 -4.11 6.74
H -3.79 -5.80 2.82
H -2.45 -4.82 3.38
H -3.89 -2.82 3.49
H -4.09 -3.57 1.93
H -6.29 -2.94 2.96
H -6.16 -4.65 2.57
H -6.01 -3.24 6.63
H -6.61 -2.21 5.33
H -4.89 -2.54 5.45
H -7.91 -5.33 4.13
H -8.18 -3.64 4.56
H -7.85 -4.84 5.82
H -3.50 -7.04 6.22
H -2.17 -6.67 5.12
H -3.61 -7.48 4.52
```

These are the Mulliken partial charges, in e, on atoms 1 to 6:
1 O -0.49
2 C 0.13
3 O -0.30
4 C -0.79
5 C -0.10
6 C 0.62

Record 2
4 unconnected molecules or ions with the total composition C27H61BN3O17P3 at a distorted geometry, computed with the ωB97M-V functional and the def2-TZVPD basis.

The total energy is -3557.73803 a.u. The SMILES is CC(C)=N[C@@]1(B(O)N(C)C)C[C@H](ON=O)C(=O)O1.CCOP(=O)(OCC)OCC.CCOP(=O)(OCC)OCC.CCOP(=O)(OCC)OCC. For the orbital gap, the calculation gives 8.0531 eV. The calculation puts the max |F| at 5.16 eV/A. Its net charge is 0.

The geometry in XYZ format:
```
112
C27H61BN3O17P3 | the Open Molecules 2025 dataset | the ωB97M-V functional and the def2-TZVPD basis
C 1.54 5.67 0.72
C 2.55 4.70 0.17
C 2.35 3.27 0.61
N 3.53 5.09 -0.56
C 3.65 4.75 -1.94
B 3.08 5.98 -2.82
O 2.70 7.13 -2.19
N 3.04 5.83 -4.28
C 1.66 5.55 -4.70
C 3.59 7.01 -4.94
C 5.17 4.70 -2.34
C 5.28 3.35 -3.07
O 4.75 3.40 -4.40
N 4.82 2.10 -4.97
O 3.84 1.86 -5.56
C 4.19 2.62 -2.27
O 4.21 1.61 -1.67
O 3.13 3.47 -2.37
H 1.82 5.90 1.76
H 0.56 5.19 0.80
H 1.52 6.59 0.15
H 1.72 2.73 -0.10
H 1.81 3.29 1.56
H 3.31 2.79 0.77
H 1.88 7.47 -2.57
H 1.12 5.14 -3.85
H 1.12 6.46 -4.99
H 1.63 4.80 -5.49
H 2.85 7.82 -5.03
H 3.95 6.78 -5.94
H 4.43 7.42 -4.39
H 5.85 4.59 -1.50
H 5.52 5.47 -3.02
H 6.26 2.88 -3.11
C -1.82 2.53 -0.42
C -3.31 2.29 -0.25
O -3.67 1.98 1.10
P -3.57 3.13 2.23
O -4.62 4.12 1.96
O -4.12 2.34 3.54
C -5.30 2.74 4.23
C -6.52 2.03 3.69
O -2.04 3.03 2.65
C -1.48 1.98 3.47
C -1.73 0.57 2.99
H -1.51 3.44 0.11
H -1.57 2.66 -1.48
H -1.25 1.70 -0.02
H -3.89 3.16 -0.59
H -3.62 1.44 -0.85
H -5.42 3.82 4.19
H -5.15 2.47 5.28
H -6.55 2.05 2.60
H -7.44 2.48 4.07
H -6.51 0.98 3.98
H -1.82 2.11 4.49
H -0.41 2.17 3.47
H -2.78 0.29 3.02
H -1.20 -0.13 3.63
H -1.37 0.44 1.96
C 3.54 -0.88 -2.87
C 2.41 -1.87 -3.07
O 2.82 -3.24 -2.92
P 3.24 -3.77 -1.45
O 2.02 -3.81 -0.62
O 3.54 -5.35 -1.74
C 2.78 -6.39 -1.13
C 1.59 -6.78 -1.99
O 4.76 -3.35 -1.38
C 5.82 -4.03 -2.08
C 5.66 -4.18 -3.57
H 3.89 -0.88 -1.84
H 3.19 0.12 -3.10
H 4.39 -1.12 -3.51
H 1.59 -1.67 -2.38
H 2.02 -1.79 -4.08
H 2.46 -6.10 -0.13
H 3.45 -7.24 -1.02
H 1.04 -5.91 -2.35
H 0.90 -7.42 -1.43
H 1.92 -7.33 -2.87
H 6.00 -5.00 -1.60
H 6.71 -3.42 -1.88
H 4.82 -4.83 -3.83
H 6.56 -4.63 -3.98
H 5.50 -3.22 -4.05
C -6.18 -5.26 5.63
C -4.71 -4.88 5.66
O -4.13 -4.74 4.36
P -4.59 -3.51 3.42
O -4.07 -2.27 4.02
O -3.64 -3.72 2.12
C -2.68 -2.74 1.73
C -1.33 -3.02 2.35
O -5.89 -4.10 2.74
C -5.88 -5.08 1.68
C -5.12 -6.35 1.95
H -6.79 -4.46 5.21
H -6.54 -5.46 6.64
H -6.33 -6.15 5.02
H -4.57 -3.95 6.22
H -4.14 -5.66 6.17
H -3.03 -1.73 1.96
H -2.59 -2.79 0.64
H -1.40 -3.24 3.42
H -0.66 -2.16 2.23
H -0.87 -3.88 1.88
H -5.54 -4.61 0.76
H -6.93 -5.32 1.53
H -4.05 -6.18 2.06
H -5.26 -7.03 1.12
H -5.47 -6.84 2.86
```

These are the Mulliken partial charges, in e, on atoms 1 to 6:
1 C -1.28
2 C 0.86
3 C -1.26
4 N -0.48
5 C 1.20
6 B 0.59

Record 3
A molecular structure, C21H34AsBF5N3O4PRe at a distorted geometry, computed with the ωB97M-V functional and the def2-TZVPD basis.

The total energy is -4464.46079 a.u. For the orbital gap (spin up / spin down), the calculation gives 5.8436 / 6.6554 eV. The calculation puts the max |F| at 3.66 eV/A. Its multiplicity is 2. Its net charge is +3.

The geometry in XYZ format:
```
71
C21H34AsBF5N3O4PRe | the Open Molecules 2025 dataset | the ωB97M-V functional and the def2-TZVPD basis
Re 0.28 0.23 -0.98
C -3.04 -3.87 0.26
N -1.80 -4.27 -0.54
C -2.22 -4.39 -2.00
N -2.80 -3.18 -2.44
C -3.97 -2.83 -1.65
N -3.58 -2.68 -0.26
C -2.82 -1.49 0.00
P -1.22 -1.58 -0.95
C -0.71 -3.29 -0.37
C -1.89 -2.09 -2.61
H -2.75 -3.74 1.31
H -3.77 -4.68 0.19
H -1.48 -5.19 -0.21
H -2.94 -5.21 -2.09
H -1.33 -4.64 -2.60
H -4.72 -3.62 -1.74
H -4.40 -1.90 -2.02
H -2.60 -1.39 1.07
H -3.39 -0.60 -0.31
H -0.42 -3.24 0.68
H 0.17 -3.61 -0.94
H -1.06 -2.38 -3.27
H -2.41 -1.25 -3.08
F 0.94 6.78 -1.64
C 0.47 5.58 -1.40
C 1.32 4.47 -1.53
F 2.59 4.59 -1.87
C 0.79 3.22 -1.29
F 1.57 2.06 -1.40
C -0.54 2.97 -0.92
O -0.96 1.75 -0.74
C -1.36 4.11 -0.76
F -2.61 3.94 -0.36
C -0.86 5.39 -1.01
F -1.65 6.43 -0.86
C 3.01 0.69 -3.73
As 3.32 -0.53 -2.22
C 4.11 -2.20 -2.82
C 4.30 0.23 -0.72
O 1.79 -1.03 -1.61
H 3.55 0.31 -4.60
H 3.38 1.68 -3.48
H 1.94 0.73 -3.96
H 5.09 -2.02 -3.27
H 3.45 -2.66 -3.56
H 4.22 -2.88 -1.97
H 5.18 0.77 -1.07
H 4.61 -0.59 -0.07
H 3.64 0.92 -0.17
C -0.48 -0.21 4.40
C -0.48 0.74 3.22
C -1.74 1.61 3.23
O -0.53 -0.03 1.96
B 0.24 0.62 1.09
O 0.97 1.63 1.57
C 0.84 1.59 3.03
C 2.09 0.88 3.54
C 0.77 3.00 3.59
H -1.41 -0.76 4.43
H -0.38 0.35 5.32
H 0.34 -0.92 4.34
H -2.61 0.97 3.12
H -1.73 2.31 2.40
H -1.83 2.16 4.16
H 2.17 -0.12 3.12
H 2.10 0.82 4.63
H 2.96 1.45 3.22
H 0.02 3.60 3.09
H 1.73 3.50 3.46
H 0.55 2.96 4.65
```

These are the Mulliken partial charges, in e, on atoms 1 to 6:
1 Re 0.83
2 C -0.76
3 N 0.12
4 C -0.75
5 N 0.19
6 C -0.89

Record 4
A molecular structure, C2H6O2 at a distorted geometry, computed with the ωB97M-V functional and the def2-TZVPD basis.

The total energy is -230.12788 a.u. For the orbital gap, the calculation gives 10.8929 eV. The calculation puts the max |F| at 5.51 eV/A. The energy above the lowest of the compared OMol25 structures with the same formula, charge and spin is 4.156 eV. Its net charge is 0.

The geometry in XYZ format:
```
10
C2H6O2 | the Open Molecules 2025 dataset | the ωB97M-V functional and the def2-TZVPD basis
C -0.42 0.17 0.16
C 1.09 0.83 -0.23
O 0.06 -1.10 0.19
O -1.43 -1.70 0.59
H -1.63 -2.15 -0.25
H -0.71 0.59 1.13
H -1.09 0.39 -0.67
H 0.85 1.87 -0.41
H 1.51 0.37 -1.13
H 1.77 0.73 0.62
```

These are the Mulliken partial charges, in e, on atoms 1 to 6:
1 C -0.07
2 C -1.10
3 O -0.24
4 O -0.43
5 H 0.32
6 H 0.27

Record 5
6 unconnected molecules or ions with the total composition CH14NO5 at a distorted geometry, computed with the ωB97M-V functional and the def2-TZVPD basis.

The total energy is -477.27349 a.u. For the orbital gap (spin up / spin down), the calculation gives 4.2511 / 10.1466 eV. The calculation puts the max |F| at 8.18 eV/A. The energy above the lowest of the compared OMol25 structures with the same formula, charge and spin is 2.155 eV. Its multiplicity is 2. Its net charge is 0.

The geometry in XYZ format:
```
21
CH14NO5 | the Open Molecules 2025 dataset | the ωB97M-V functional and the def2-TZVPD basis
C -1.53 -0.42 0.53
N -0.56 -0.64 1.32
H -1.74 -0.89 -0.54
H -2.31 0.10 0.91
H -0.59 -0.11 2.23
H 0.22 -1.29 1.17
H 2.10 1.47 -1.57
H 2.26 0.30 -2.78
O 1.82 0.67 -2.08
H 0.94 -3.34 0.99
H 2.45 -2.91 0.83
O 1.76 -2.83 1.37
H -1.46 2.90 -1.40
H -0.14 2.02 -0.74
O -1.18 2.32 -0.69
H 2.38 0.73 2.09
H 2.28 -0.76 1.62
O 1.72 0.07 1.80
H -2.30 1.09 -1.11
H -3.19 0.98 -2.41
O -2.94 0.54 -1.54
```

These are the Mulliken partial charges, in e, on atoms 1 to 6:
1 C -0.86
2 N -0.24
3 H 0.27
4 H 0.43
5 H 0.21
6 H 0.25